A molecular structure, C34H24AsN6O8OsS3 at a distorted geometry, computed with ωB97M-V with the def2-TZVPD basis set.

```
77
Properties=species:S:1:pos:R:3:lowdin_spin:R:1
Os 0.7434 0.0862 1.6782 1.45
S -1.6680 6.7647 -0.8132 0.01
N -0.4080 6.4068 0.1040 0.00
C -0.3791 5.1031 0.2104 0.00
C 0.5407 4.3180 1.0543 0.05
C 1.5471 4.8943 1.7822 0.07
C 2.3782 4.0546 2.6007 0.11
C 2.2062 2.7109 2.5138 0.04
N 1.2739 2.1442 1.7371 0.18
C 0.3443 2.9359 1.0207 0.11
C -0.6845 2.2801 0.3377 0.12
N -0.7728 0.9158 0.5237 0.17
C -1.6760 0.2320 -0.2633 0.05
C -2.4645 0.8441 -1.1564 0.08
C -2.3802 2.2195 -1.3346 0.09
C -1.5013 2.9681 -0.6006 0.03
C -1.3634 4.4552 -0.6075 0.00
N -2.1629 5.2566 -1.2459 0.00
H 1.6745 5.9698 1.8117 0.00
H 3.1795 4.4727 3.1887 0.01
H 2.7710 1.9730 3.0992 0.00
H -1.6728 -0.8541 -0.0888 0.00
H -3.1361 0.2536 -1.7471 0.00
H -2.9891 2.6998 -2.0915 0.00
C -4.6624 -0.7659 -6.1645 0.00
C -3.5676 -1.3679 -5.3052 0.00
C -2.2523 -0.9719 -5.4202 0.00
C -1.2397 -1.4907 -4.5754 0.00
C -1.6725 -2.4112 -3.6204 0.00
C -2.9537 -2.9689 -3.5933 0.00
C -3.9188 -2.4332 -4.4527 0.00
S 0.6515 -3.3565 -2.5464 0.00
O 1.0086 -2.0070 -1.2024 0.00
O 1.2400 -3.0303 -3.7814 0.00
N -0.1961 -1.5929 1.8675 0.80
C -1.0749 -1.7665 2.8982 0.05
C -1.7946 -2.9195 3.1352 0.16
C -2.6688 -2.9193 4.2297 -0.01
C -2.7739 -1.8879 5.1315 0.15
C -2.0034 -0.7091 4.8988 0.00
C -2.0972 0.4626 5.6782 0.05
C -1.3460 1.5592 5.3048 -0.02
C -0.4700 1.4763 4.2231 0.05
N -0.3801 0.4043 3.4230 -0.02
C -1.1614 -0.6551 3.7553 0.05
H -4.8232 0.2964 -5.9102 0.00
H -5.5871 -1.3423 -6.0299 0.00
H -4.3085 -0.7118 -7.2120 0.00
H -1.9286 -0.2411 -6.1253 0.00
H -0.2056 -1.1442 -4.6886 0.00
H -3.2041 -3.7868 -2.9218 0.00
H -4.9215 -2.7825 -4.4569 0.00
H -1.6249 -3.7928 2.5299 0.01
H -3.2462 -3.8228 4.3917 0.00
H -3.4374 -1.9328 5.9907 0.01
H -2.6822 0.5133 6.5901 0.00
H -1.4077 2.4641 5.9091 0.00
H 0.1369 2.3266 4.0136 0.00
O 4.8453 -1.7872 2.8030 0.00
As 3.9647 -0.6485 1.8142 0.01
O 4.5661 0.8663 1.7724 0.00
O 2.3533 -0.8446 2.4066 0.12
C 4.3159 -1.4703 0.0374 0.00
C 5.6223 -1.9685 -0.0014 0.00
C 6.1269 -2.5858 -1.1421 0.00
C 5.3089 -2.6434 -2.2680 0.00
C 4.0331 -2.0416 -2.2614 0.00
C 3.5507 -1.4531 -1.1189 0.00
S 1.8989 -0.8134 -1.2809 0.01
O 1.7576 -0.0928 -2.4884 0.00
O -0.8527 -3.0182 -2.5587 0.00
O 1.7701 -0.0008 -0.0672 0.03
H 5.4234 -1.2067 3.3195 0.00
H 6.2594 -1.8723 0.8301 0.00
H 7.1258 -2.9901 -1.1260 0.00
H 5.6270 -3.1618 -3.1537 0.00
H 3.4767 -2.0640 -3.1935 0.00
```

The calculation puts the HOMO-LUMO gap (alpha / beta) at 4.7 / 6.6 eV. The calculation puts the energy above the lowest of the compared OMol25 structures with the same formula, charge and spin at 1.6108 eV. The calculation puts the HOMO energy (alpha / beta) at -7.903 / -11.002 eV. For the LUMO energy (alpha / beta), the calculation gives -3.18 / -4.42 eV. The multiplicity is 5. The total charge is +1.